A molecular structure, C21H36BrCl2CsF2ILiN2NaO3S at a distorted geometry, computed with ωB97M-V/def2-TZVPD.

Geometry (Å):
C 3.293 -4.657 -1.160
C 4.297 -3.424 -0.916
O 4.686 -3.229 0.451
C 3.599 -2.588 1.202
C 3.831 -0.999 1.366
C 2.923 -0.137 0.353
C 3.712 0.985 -0.484
C 2.748 2.250 -0.899
C 1.282 1.732 -1.272
C 1.221 0.669 -2.466
C -0.197 0.097 -2.840
C -0.453 -0.973 -3.984
Cl -1.452 -0.176 -5.348
C 0.877 -1.668 -4.572
C 0.689 -3.269 -4.824
Cl 1.455 -0.916 -6.186
C -1.370 0.701 -1.953
C -2.881 0.189 -2.237
S -3.699 0.134 -0.534
C -5.208 -0.962 -0.627
C -5.151 -2.097 0.541
N -1.203 1.661 -0.933
N 0.036 2.068 -0.672
I 0.100 3.462 0.912
H 2.716 -4.986 -0.222
H 2.493 -4.305 -1.917
H 3.819 -5.601 -1.566
H 3.871 -2.396 -1.279
H 5.245 -3.620 -1.535
H 3.659 -3.039 2.264
H 2.567 -2.861 0.795
H 4.945 -0.702 1.333
H 3.460 -0.746 2.434
H 2.487 -0.869 -0.425
H 2.035 0.261 0.949
H 4.595 1.399 0.123
H 4.122 0.537 -1.456
H 3.217 2.773 -1.819
H 2.828 2.979 -0.033
H 2.169 0.315 -3.001
H -1.114 -1.822 -3.576
H 1.793 -1.587 -3.867
H 0.040 -3.502 -5.732
H 0.300 -3.761 -3.851
H 1.749 -3.701 -4.992
H -2.913 -0.849 -2.708
H -3.454 0.991 -2.820
H -5.159 -1.515 -1.622
H -6.193 -0.371 -0.549
H -5.221 -1.625 1.594
H -6.044 -2.863 0.409
H -4.172 -2.704 0.406
F 0.548 -0.600 -0.495
O -1.410 4.064 2.823
C -1.642 4.040 4.021
O -2.901 3.853 4.456
C -3.253 3.621 5.827
C -3.406 4.927 6.578
C -0.551 4.306 5.009
H -2.544 2.941 6.304
H -4.215 3.102 5.811
H -2.471 5.489 6.604
H -3.729 4.745 7.606
H -4.145 5.566 6.086
H -0.423 5.384 5.119
H 0.372 3.873 4.629
H -0.722 3.855 5.987
Na -5.499 -4.784 0.859
Br -6.102 -3.530 -2.160
Li 3.029 -2.230 -2.662
F 1.415 5.341 4.517
Cs 0.678 1.353 -7.180

As for the charge: +1. Its total energy is -156091.307 eV. As for the HOMO energy: -7.11 eV. As for the HOMO-LUMO gap: 0.087 Eh. The LUMO energy is -4.733 eV. The largest force on an atom is 5.31 eV/A.

Results of the Löwdin charge analysis, in e, for atoms 1 through 5: -0.062, -0.295, -0.164, -0.179, -0.136


A molecular structure, C21H36Cl3MgN2O4Si at a distorted geometry, computed with ωB97M-V/def2-TZVPD.

Geometry (Å):
C -2.085 -2.325 -3.818
C -1.701 -3.002 -2.543
H -2.362 -3.020 -4.621
H -1.244 -1.706 -4.160
H -2.943 -1.659 -3.640
C -1.465 -4.314 -2.433
C -1.458 -5.249 -3.598
H -1.336 -4.783 -1.453
H -0.829 -4.898 -4.427
H -2.471 -5.404 -3.992
H -1.075 -6.221 -3.281
Mg 1.334 2.340 1.443
Cl -1.060 1.875 1.819
Cl 1.623 4.606 0.873
H 1.333 6.241 5.011
H -1.075 5.940 4.871
C 1.563 5.380 4.377
C -0.897 5.233 4.056
N 0.371 4.550 4.260
H 2.365 4.787 4.824
C 0.476 3.252 3.934
O 1.490 2.731 3.428
H -1.704 4.494 4.015
H -0.440 2.664 4.107
H 1.876 5.730 3.387
H -0.878 5.785 3.106
H 3.000 -0.406 -1.751
H 2.125 -2.813 -0.530
C 3.721 -0.442 -0.923
C 2.987 -2.555 0.110
N 3.137 -1.107 0.238
H 4.052 0.565 -0.658
C 2.647 -0.438 1.293
O 2.702 0.800 1.442
H 2.856 -2.991 1.109
H 2.178 -1.092 2.057
H 4.567 -1.053 -1.249
H 3.898 -2.946 -0.359
O -0.504 -1.121 -1.667
C -1.426 -2.018 -1.380
C -0.244 -2.537 0.884
C -1.352 -2.710 0.048
H 0.537 -1.838 0.573
C -0.158 -3.284 2.068
H -2.381 -1.433 -1.331
C -2.430 -3.488 0.470
H 0.787 -3.292 2.616
C -1.252 -4.030 2.512
C -2.407 -4.116 1.724
H -3.289 -3.604 -0.200
H -1.204 -4.548 3.476
H -3.278 -4.678 2.063
Si -0.305 2.234 -2.268
Cl 1.120 1.442 -0.742
C 0.843 3.386 -3.242
C -1.477 3.347 -1.336
C -1.131 0.955 -3.289
H 1.369 4.071 -2.562
H 0.271 4.001 -3.952
H 1.593 2.825 -3.815
H -0.401 0.296 -3.768
H -1.720 1.454 -4.070
H -1.817 0.353 -2.679
H -1.878 2.868 -0.429
H -2.309 3.634 -1.999
H -0.952 4.261 -1.026
O -0.148 -0.935 3.798
C 0.264 -0.046 3.198

As for the charge: -1. Its total energy is -84427.989 eV. As for the HOMO energy: -3.57 eV. The value obtained for the energy above the lowest of the compared OMol25 structures with the same formula, charge and spin is 1.771 eV. As for the HOMO-LUMO gap: 0.226 Eh. The LUMO energy is 2.595 eV. The largest force on an atom is 2.69 eV/A.

Results of the Löwdin charge analysis, in e, for atoms 1 through 5: -0.060, -0.242, 0.063, 0.069, 0.082